ORCA calculation (the ωB97M-V functional and the def2-TZVPD basis) on a cluster of 16 separate species, C16H64O16 in total in a non-equilibrium geometry.

Calculated values
Lowest unoccupied orbital energy in eV: -0.637
Relative energy (zero: lowest compared OMol25 entry of this formula, charge and spin) in kJ/mol: 0.0
DFT total energy in eV: -50389.166

The geometry in ORCA input format:
```
! wB97M-V def2-TZVPD RIJCOSX def2/J DEFGRID3
* xyz 0 1
C 0.697 4.515 3.763
C 1.503 4.080 2.563
O 0.784 3.043 1.845
H -0.358 4.597 3.521
H 1.043 5.496 4.097
H 0.875 3.839 4.601
H 2.503 3.753 2.863
H 1.634 4.936 1.891
H 1.077 3.120 0.933
C -1.173 0.241 -0.426
C 0.184 -0.054 0.162
O 0.996 -0.652 -0.870
H -1.065 0.902 -1.292
H -1.816 0.744 0.300
H -1.689 -0.647 -0.784
H 0.091 -0.785 0.969
H 0.632 0.875 0.522
H 1.911 -0.334 -0.860
C 1.968 2.980 -4.686
C 1.005 1.827 -4.398
O -0.100 1.808 -5.324
H 2.647 3.117 -3.840
H 1.425 3.918 -4.808
H 2.585 2.782 -5.564
H 0.572 1.957 -3.411
H 1.548 0.882 -4.501
H 0.261 1.844 -6.216
C -1.937 3.863 0.057
C -3.358 4.146 -0.335
O -3.514 5.481 -0.837
H -1.830 2.853 0.462
H -1.585 4.546 0.833
H -1.254 3.957 -0.795
H -4.009 4.074 0.534
H -3.701 3.432 -1.090
H -3.001 5.530 -1.650
C 4.273 -2.053 -2.315
C 4.153 -0.571 -2.589
O 3.656 0.120 -1.420
H 3.295 -2.512 -2.138
H 4.885 -2.231 -1.437
H 4.663 -2.524 -3.217
H 3.485 -0.349 -3.423
H 5.158 -0.209 -2.824
H 4.119 0.955 -1.310
C -4.657 -0.901 -0.887
C -5.117 -0.934 0.521
O -6.255 -0.079 0.724
H -5.437 -1.173 -1.597
H -3.817 -1.577 -1.068
H -4.321 0.105 -1.172
H -4.332 -0.685 1.247
H -5.437 -1.937 0.811
H -6.043 0.778 0.340
C 0.363 -2.373 5.230
C 1.104 -2.860 4.024
O 0.965 -4.262 3.915
H 0.231 -1.289 5.203
H 0.900 -2.574 6.161
H -0.627 -2.823 5.310
H 2.162 -2.569 4.100
H 0.721 -2.355 3.123
H 1.685 -4.590 3.353
C 1.702 -3.861 0.603
C 2.839 -4.823 0.732
O 3.118 -5.070 2.133
H 1.897 -2.943 1.164
H 0.746 -4.243 0.954
H 1.596 -3.530 -0.434
H 3.756 -4.400 0.319
H 2.623 -5.773 0.241
H 2.994 -5.998 2.345
O -2.001 0.309 -3.797
H -1.613 -0.543 -3.536
H -1.385 0.673 -4.453
O -1.816 -3.738 -1.392
H -1.886 -3.154 -0.620
H -1.280 -3.244 -2.028
O -2.113 -2.518 1.155
H -2.220 -1.685 1.639
H -1.821 -3.155 1.816
O -3.282 2.476 -2.383
H -2.742 1.740 -2.728
H -2.810 3.269 -2.652
O 4.457 -1.473 0.962
H 4.475 -0.838 0.233
H 3.822 -1.115 1.591
O -2.152 -0.393 3.072
H -2.829 0.247 2.824
H -1.337 0.125 3.171
O 0.351 0.886 3.583
H 0.679 1.584 2.985
H 0.667 1.127 4.459
O -0.283 -1.852 -2.952
H 0.186 -1.393 -2.217
H 0.337 -1.889 -3.686
*
```

ORCA calculation (the ωB97M-V functional and the def2-TZVPD basis) on a structure of composition C16H6Cl4NO4Sc.

Calculated values
Lowest unoccupied orbital energy in eV: -1.377
Relative energy (zero: lowest compared OMol25 entry of this formula, charge and spin) in kJ/mol: 10.2
DFT total energy in eV: -97164.721

The geometry in ORCA input format:
```
! wB97M-V def2-TZVPD RIJCOSX def2/J DEFGRID3
* xyz 0 1
Sc 1.290 1.578 -1.531
O -0.716 1.064 -4.986
C -0.386 1.248 -3.842
O 0.634 1.938 -3.414
C -1.213 0.599 -2.723
C -2.345 -0.163 -3.035
C -3.030 -0.767 -2.020
C -2.600 -0.611 -0.684
C -3.257 -1.213 0.414
C -2.789 -1.029 1.683
C -1.654 -0.226 1.918
C -1.000 0.374 0.879
C -1.455 0.181 -0.443
N -0.777 0.761 -1.482
H -2.625 -0.254 -4.074
H -3.903 -1.375 -2.224
H -4.132 -1.821 0.225
H -3.292 -1.497 2.519
H -1.301 -0.079 2.930
H -0.143 1.012 1.055
Cl 4.035 -2.482 2.951
C 3.403 -1.084 2.173
C 3.074 0.045 2.917
Cl 3.286 0.050 4.624
C 2.564 1.177 2.277
Cl 2.115 2.582 3.165
C 2.385 1.188 0.900
O 1.873 2.244 0.236
C 2.702 0.035 0.149
O 2.467 0.079 -1.176
C 3.212 -1.086 0.790
Cl 3.580 -2.466 -0.168
*
```